C4H6Br3N | ωB97M-V with the def2-TZVPD basis set

XYZ file:
```
14
Properties=species:S:1:pos:R:3:forces:R:3:nbo_charge:R:1
C -0.264 -0.340 0.064 1.4 -0.9 -0.2 -0.4055
C 0.473 0.302 1.166 2.1 0.0 1.1 -0.4860
C 0.718 -0.353 -1.076 0.1 -0.5 -1.2 -0.2356
C 1.908 -0.067 0.819 0.8 0.1 0.3 0.3224
N 2.045 -0.367 -0.413 0.8 -1.6 -1.4 -0.3129
Br 3.306 -0.290 1.982 0.0 0.3 0.3 0.2410
Br 1.468 3.230 -0.754 -0.1 -0.6 0.2 -0.9391
Br 3.540 -1.570 -1.264 -2.2 2.2 1.4 0.2992
H -0.572 -1.297 0.316 -0.6 -2.0 0.5 0.2092
H -1.074 0.204 -0.208 -2.5 1.7 -0.8 0.2426
H 0.385 1.359 1.033 0.2 1.2 0.3 0.3243
H 0.333 -0.013 2.200 -0.5 0.1 -0.1 0.2448
H 0.705 -1.225 -1.708 -0.3 -0.4 -0.1 0.2147
H 0.518 0.510 -1.688 0.9 0.7 -0.2 0.2809
```
Positions in Å, forces in eV/Å.

For the energy relative to the best compared isomer or geometry (same formula, charge and spin), the calculation gives 0.0 kcal per mole. The calculation puts the HOMO-LUMO gap (alpha / beta) at 3.67 / 3.67 eV. Its molar mass is 307.8 g mol⁻¹.


C4H16FHfN8O4 | ωB97M-V with the def2-TZVPD basis set

XYZ file:
```
34
Properties=species:S:1:pos:R:3:forces:R:3:lowdin_charge:R:1
Hf -0.133 -2.550 -1.023 0.0 7.3 2.4 2.2282
F -0.377 -0.617 -0.140 0.4 -4.1 -1.7 -0.4404
C -3.051 2.128 0.416 0.2 1.2 1.3 -0.6030
O -4.085 2.745 0.648 0.5 -0.9 -0.6 0.1457
N -2.559 1.212 1.334 -0.5 0.5 -0.9 0.2202
N -2.192 2.440 -0.608 -0.7 -0.6 -0.1 0.1638
H -3.117 1.123 2.173 0.3 -0.3 0.0 0.1390
H -1.821 0.592 1.045 -0.2 -0.3 0.5 0.0592
H -1.378 1.866 -0.733 0.1 0.3 -0.3 0.0732
H -2.595 2.985 -1.354 0.3 0.2 0.0 0.1208
C 2.863 -2.277 0.899 2.4 1.0 0.9 -0.5504
O 1.661 -2.361 0.461 -2.7 -1.6 -2.6 -0.2030
N 3.107 -2.299 2.215 -1.3 -0.9 -0.5 0.2439
N 3.937 -2.064 0.107 -1.4 0.3 -0.3 0.2237
H 2.498 -2.917 2.737 -0.2 0.6 0.4 0.1507
H 4.021 -2.168 2.620 0.2 -0.1 -0.3 0.1531
H 4.674 -1.487 0.488 0.4 -0.4 0.0 0.1460
H 3.782 -1.971 -0.885 0.1 0.2 0.0 0.1254
C 2.301 1.553 2.295 1.0 0.4 0.7 -0.6288
O 1.955 0.936 3.311 -0.3 -0.1 -0.8 0.1011
N 1.638 1.451 1.117 -0.3 -0.6 -0.5 0.1885
N 3.410 2.341 2.337 -0.6 -0.4 0.6 0.2032
H 1.747 2.098 0.356 0.1 0.2 0.1 0.1160
H 0.952 0.718 1.041 -0.1 0.2 0.1 0.0581
H 3.877 2.772 1.558 -0.1 0.1 0.0 0.1212
H 3.704 2.521 3.288 0.3 0.2 -0.2 0.1352
C -2.655 -1.219 -2.997 -1.0 0.4 -1.2 -0.5243
O -1.539 -1.515 -2.411 2.3 -2.3 1.6 -0.2214
N -3.080 0.034 -3.080 0.1 -0.2 0.1 0.2565
N -3.425 -2.130 -3.633 0.2 0.2 1.3 0.2274
H -3.940 0.232 -3.574 0.0 -0.1 -0.2 0.1583
H -2.565 0.867 -2.847 0.4 -0.3 0.5 0.1260
H -3.199 -3.113 -3.611 0.1 0.0 0.0 0.1356
H -4.414 -1.926 -3.549 -0.1 -0.2 -0.6 0.1516
```
Positions in Å, forces in eV/Å.

For the energy relative to the best compared isomer or geometry (same formula, charge and spin), the calculation gives 38.8 kcal per mole. The calculation puts the HOMO-LUMO gap at 2.36 eV. Its molar mass is 437.7 g mol⁻¹. The charge is +3.